The following is a quantum chemistry calculation of a 14-piece molecular cluster, C70H182N14O21 overall at a distorted geometry, from OMol25.

```
287
Properties=species:S:1:pos:R:3:forces:R:3
C 19.02733 17.69223 22.55206 -0.386 -0.476 -0.367
C 23.52409 20.40105 15.59848 -0.147 0.980 0.676
H 15.97812 23.91472 12.59914 -1.012 0.265 -0.368
H 14.32089 17.76003 17.17506 0.080 0.329 0.396
H 21.75999 17.73416 21.63210 -0.166 -0.229 -0.130
C 25.23740 20.47157 12.19796 -0.057 0.746 -0.466
H 20.67569 14.44976 14.52196 -0.188 -0.280 0.115
H 15.20481 19.82799 20.29066 -0.632 0.547 0.610
H 19.08518 17.55801 11.66434 -0.236 -0.101 0.225
H 15.07652 16.46142 11.34514 0.036 0.827 0.613
C 23.30311 14.70526 15.00456 0.386 -1.025 1.108
H 18.60304 20.07068 14.24378 0.075 -0.415 -0.137
C 15.20705 17.39013 16.65930 -1.097 -1.474 -0.257
C 11.56678 20.05631 13.47426 0.024 1.519 -0.017
H 22.62493 15.50205 18.12700 -0.367 -0.035 -0.338
C 22.50635 21.73665 20.25904 1.275 -0.433 -1.252
H 14.07353 24.25245 10.30720 -0.351 -0.567 0.269
H 15.97996 14.20064 20.12824 -0.188 -0.562 -1.136
H 21.08143 17.86722 18.40145 -0.282 -0.433 -0.167
H 13.73956 14.16082 18.78666 -0.283 -0.418 -0.177
C 18.35531 30.79922 15.48296 0.757 0.708 0.426
H 15.80270 19.82204 13.81898 -0.440 0.621 0.397
O 17.46199 23.64749 11.24620 1.109 -0.345 -0.164
C 22.68622 25.64605 10.58022 0.932 -0.244 -0.350
C 14.43066 15.00084 18.85628 0.845 -1.029 -2.136
C 20.01663 18.08566 11.45922 1.450 -0.164 0.828
O 19.41667 31.35848 14.71034 0.855 0.298 0.636
C 15.42082 22.56794 10.82886 -2.023 1.519 0.110
C 12.52315 17.65572 22.91638 -0.261 -0.992 -0.032
H 13.15831 15.00771 13.29276 -0.147 -0.054 -0.390
C 20.24491 18.51571 18.66184 0.384 1.092 -0.004
H 20.72224 24.32833 13.90878 -0.232 -0.136 0.180
C 22.38694 14.95359 19.03840 1.037 1.437 -0.279
H 22.77306 18.79677 16.89336 -0.093 0.334 0.013
C 18.76746 29.42306 16.00444 0.128 0.492 -0.616
N 17.67998 28.61390 16.49864 -0.095 -1.356 0.282
H 18.48816 14.42620 19.04579 -0.222 0.240 -0.175
H 15.69644 21.54200 17.24060 0.780 -0.373 0.234
H 17.47435 20.25768 22.99302 -0.205 -0.519 0.289
H 11.41731 24.40650 9.67512 0.519 0.240 -0.111
C 18.27070 26.39600 15.31062 -0.138 -0.660 2.615
C 15.76813 22.25515 18.06182 -1.964 0.647 -0.254
H 18.17784 18.94354 18.13853 0.095 0.747 0.442
O 24.79216 20.08222 13.47124 -0.137 -0.268 0.752
C 18.99894 18.29642 17.83008 0.091 0.303 0.479
H 19.15964 19.93523 9.76510 0.658 -0.567 -0.268
O 16.55034 15.79538 13.42566 0.565 -0.062 -1.018
C 20.95020 14.88711 15.48188 0.987 0.309 0.517
C 15.29183 15.06128 17.54175 0.228 0.577 0.533
H 24.48104 20.37586 16.11976 0.356 0.192 -0.306
H 18.28982 31.41634 16.37905 -0.583 0.308 0.160
H 19.86201 16.99331 22.49796 0.168 -0.243 0.849
H 19.11892 23.05448 21.39362 -0.973 0.143 0.197
H 25.86581 19.70796 11.73960 -0.071 -0.276 0.451
C 25.44171 12.58708 18.20652 2.225 0.936 0.047
N 15.24563 14.88754 20.03326 0.085 1.317 0.752
H 15.19766 14.82293 22.16198 0.276 -0.269 -0.241
C 18.67183 15.10196 21.08782 1.823 0.074 -1.189
N 22.74324 21.44385 16.37608 1.105 -0.413 -0.886
H 21.93570 19.03852 15.32266 -0.187 -0.339 0.185
H 14.76355 14.37887 10.13922 -0.083 0.311 -0.048
C 22.29062 25.39826 12.06544 1.389 -1.095 -0.933
C 18.64913 23.99510 11.97834 -1.344 0.048 0.042
H 23.06377 14.22493 14.05584 -0.018 0.186 -0.304
O 13.20061 16.38056 22.73150 -0.256 1.153 0.193
H 20.02609 18.37637 19.72052 -0.042 -0.131 0.063
H 23.20088 11.36878 20.23832 -0.124 -0.104 -0.493
O 20.95642 22.62978 21.79450 1.986 -0.671 0.238
H 19.00044 23.22261 12.66238 0.044 -0.532 -0.294
H 21.38543 22.65963 13.60956 -0.176 0.065 0.434
N 17.72855 16.20684 20.86370 2.037 -1.122 1.006
N 14.98944 21.68778 19.17092 0.518 -1.061 0.421
H 12.24676 21.66436 12.35772 0.146 -0.096 0.061
H 19.51221 19.37545 25.38092 -0.548 0.054 -0.170
C 17.33414 12.00534 19.59284 0.441 -0.579 0.393
H 21.85221 25.47996 9.89835 -0.415 -0.490 0.217
H 15.70060 13.97632 12.86850 0.115 -0.325 0.110
H 17.64256 16.93119 17.65190 -0.172 -0.913 0.051
H 26.66588 12.69686 16.46514 0.073 -0.073 -0.074
H 14.74113 23.37942 16.44634 0.211 -0.131 -0.023
H 25.81907 21.39334 12.18800 0.304 0.215 0.518
H 25.77326 11.17665 16.71860 0.148 -0.067 -0.216
H 18.34612 32.90201 14.16504 -0.366 0.978 0.311
H 19.68152 15.48015 20.92778 0.304 0.241 0.204
C 23.90343 24.91118 9.99919 -1.007 -1.832 0.959
H 20.07398 18.09360 16.00594 0.848 0.180 0.081
C 19.47513 20.44081 14.78282 -0.111 0.468 0.723
C 22.37222 22.79365 19.17452 -0.621 0.990 0.690
N 21.14677 16.05844 12.18846 -0.362 -1.005 -0.251
H 16.07598 14.30628 17.48534 0.821 0.346 1.022
O 16.58761 21.67349 21.86068 -0.251 -0.538 -1.504
H 12.91956 16.53024 12.28654 -0.521 -0.304 0.177
H 13.96296 16.51590 13.66216 0.121 -0.057 0.014
H 24.81442 25.02340 10.58706 -0.027 0.568 -0.149
H 21.30114 20.61210 21.63256 -0.115 -0.357 -0.132
H 22.31475 27.57228 10.79356 -0.123 0.632 0.621
H 13.38514 21.96200 10.80724 0.219 0.450 -0.639
C 25.60616 20.06731 22.30380 -1.406 -1.572 0.271
H 16.03015 19.92890 18.90142 0.905 0.241 -0.194
O 15.88820 16.38727 17.41853 -0.227 -0.549 -0.300
H 13.01156 18.99174 14.60408 -0.018 -0.160 0.325
N 23.03889 20.51338 19.55862 -0.705 0.551 0.860
H 23.31849 23.08580 18.71920 0.015 -0.095 0.073
C 18.15033 27.21974 16.68446 -0.279 -0.802 -1.827
H 27.63486 21.12930 23.53374 0.249 0.485 -0.257
C 24.94417 18.70280 22.06950 -0.604 -0.998 0.149
C 21.58955 23.73017 13.62936 0.099 0.082 0.255
H 21.90231 23.67798 19.60494 0.280 0.293 0.146
C 21.16877 17.48988 12.36982 0.230 0.506 -0.861
H 18.18594 11.33698 19.71865 0.590 0.238 0.177
H 17.26722 12.15703 18.51552 -0.374 0.386 -0.077
H 19.44936 29.61008 16.83400 0.654 -0.034 -0.227
H 23.38750 15.79055 14.94856 0.171 0.148 -0.509
H 22.81404 16.69918 22.55020 0.303 -0.567 -0.281
C 19.01167 20.08512 10.83456 -0.907 0.547 -0.827
C 14.55750 14.93088 21.28640 -2.188 0.829 0.435
C 10.24484 21.61460 12.15762 -2.271 0.352 -0.338
C 12.96303 19.88144 13.97624 0.497 -0.238 0.293
H 25.47024 14.42487 14.85506 -0.078 -0.334 -0.489
H 24.11482 16.24535 20.55632 0.479 0.049 -0.387
H 19.32922 18.45570 21.83506 -0.175 0.542 -0.058
O 15.75891 24.68806 17.57422 -0.293 0.537 1.695
H 19.05919 24.51265 17.55478 0.390 0.892 0.112
H 17.43823 30.90627 14.90364 -0.301 -0.592 0.102
H 24.17116 12.72963 20.57184 0.435 0.295 -0.002
C 19.30689 32.79241 14.66804 -0.695 -1.190 -1.340
H 22.39265 23.95162 14.33228 0.099 -0.125 0.301
H 11.71046 17.82245 22.20938 -0.288 -0.590 -0.269
H 26.23239 22.25692 23.41056 0.016 0.071 -0.016
H 9.90416 20.71735 11.64090 0.105 -0.372 -0.521
H 17.51913 26.61267 17.33342 -0.467 0.515 -0.158
H 17.82353 14.63954 14.55390 0.097 0.007 0.442
H 10.97000 19.93100 14.37772 -0.600 0.270 -0.101
H 17.62419 20.20403 20.79684 -0.200 -0.644 0.480
H 16.63294 22.37396 12.67732 0.234 -0.736 -0.171
H 15.89236 21.80768 10.20616 0.689 0.022 0.267
O 22.15978 15.92892 20.07854 -0.671 -1.153 -0.037
H 22.06005 15.70883 12.44102 0.116 -0.245 0.442
H 23.01889 27.26660 9.47944 0.594 -0.025 -0.451
H 14.82677 14.68559 16.63034 -1.181 0.948 -0.182
H 24.03014 25.12173 8.93725 0.160 0.282 0.163
N 23.48648 18.68020 22.13378 -0.687 0.073 -0.266
H 24.84440 20.77780 21.98282 0.350 0.587 -0.253
H 20.95528 17.68718 13.42034 -0.270 0.299 0.056
H 17.05233 17.85027 21.90408 -0.292 0.074 0.041
H 14.28388 21.15138 11.83248 0.200 0.019 0.173
H 14.90713 22.34070 19.93710 -0.192 0.567 -0.052
H 18.00132 23.98684 16.34064 -0.130 -0.222 -0.324
H 14.58264 23.22683 8.92502 -0.289 -0.129 0.116
O 19.31322 25.40819 15.55888 0.200 -0.166 -0.088
O 19.90787 19.46051 11.68630 0.517 0.370 0.446
H 9.46518 21.76532 12.90428 -0.520 0.333 -0.028
H 24.00878 20.72571 19.37330 0.312 0.045 -0.249
H 14.05153 23.56590 18.03229 -0.095 0.183 0.224
H 23.67424 23.84884 10.08288 0.087 -0.332 -0.262
H 23.20428 22.01448 21.04884 0.258 0.508 -0.045
C 23.78317 20.88704 14.12436 0.064 -0.821 -0.075
H 25.14139 18.31272 21.07098 0.589 0.226 -0.064
H 24.46544 20.70176 11.46366 -0.707 -0.290 0.133
H 23.33743 17.52553 19.55088 0.148 0.455 0.165
H 19.40556 21.52707 14.72540 0.147 0.102 0.128
N 14.18302 22.06669 11.41760 0.193 -0.745 0.988
H 26.80958 21.61553 24.97654 -0.570 -0.310 0.058
H 20.03197 33.20376 13.96578 0.311 -0.284 0.257
H 19.49827 13.39529 19.97924 0.101 -0.185 0.525
H 14.80220 16.91625 15.76508 0.114 0.001 -0.377
H 18.50986 18.24859 15.62972 -1.163 0.504 0.275
H 18.24043 16.37773 14.46598 -0.074 -0.090 -0.130
C 14.72413 15.57330 11.86970 0.092 0.424 -0.929
O 18.73711 18.25134 23.83800 -0.327 -0.759 -0.643
C 24.67573 14.13611 15.54316 -1.094 0.676 -0.005
C 13.60746 15.89254 12.84172 0.738 0.814 0.419
H 11.27617 19.28498 12.76102 0.131 -0.336 -0.107
H 20.65401 19.51971 18.54906 -0.120 0.211 0.002
H 25.29769 17.97075 22.79560 0.769 -0.066 0.051
C 19.66964 22.70834 22.26826 -1.637 0.362 -0.841
H 21.74882 21.26718 16.37156 -0.334 -0.313 -0.397
N 23.10115 27.03409 10.45886 -1.022 1.181 0.323
O 17.44412 13.18947 20.36856 0.527 -0.517 -0.462
H 22.99392 21.25420 17.33592 -0.055 0.109 0.186
H 26.31331 12.20679 18.73926 0.194 -0.492 0.379
C 17.89661 15.51038 13.90244 -1.321 -0.820 -0.197
C 11.39406 23.41573 9.22132 -1.428 0.588 -0.538
H 16.63689 14.71206 11.56446 0.476 0.173 0.081
H 23.78209 12.51105 16.26640 -0.322 -0.256 -0.016
O 21.99304 24.00784 12.32886 0.148 1.624 -1.882
H 19.35933 33.30948 15.62614 -0.050 -0.264 0.162
H 21.67871 22.52477 18.37774 0.120 -0.500 0.058
H 13.79303 15.87702 18.73866 0.220 0.321 0.856
H 16.77715 22.50946 18.38632 0.221 -0.032 -0.609
H 20.58622 18.20589 24.76514 0.345 -0.229 -0.364
C 24.17352 11.80037 20.00214 -0.760 0.093 0.280
C 14.88309 23.66201 9.87814 0.921 0.892 -0.395
H 16.62069 25.97541 18.96858 -0.370 0.181 -0.313
C 19.80787 18.89908 24.44616 0.505 0.230 0.306
H 20.23749 17.95746 10.39956 0.301 -0.422 -0.275
C 15.12158 19.17896 13.26164 -0.355 -0.244 -0.262
O 25.84760 20.21517 23.69826 0.293 0.783 -0.148
H 15.22337 25.14776 19.65671 -0.536 -0.123 -0.467
C 23.21331 16.83316 20.38353 -0.428 -1.529 0.479
H 20.41612 20.13861 14.32316 -0.119 -0.255 -0.220
H 17.71476 21.64750 20.08666 -0.609 0.918 -0.138
H 18.61832 15.20878 13.14332 -0.097 0.491 -0.459
N 24.66744 12.68946 15.81428 -0.014 0.885 -0.029
H 19.18707 21.79005 22.60288 0.362 -0.505 -0.015
H 20.46634 21.36424 20.20523 -0.577 -0.259 0.140
H 9.21162 22.91368 10.71780 0.048 -0.458 -0.571
H 19.13967 27.08199 17.12074 0.443 0.668 0.070
H 19.27916 28.89511 15.19976 0.112 -0.024 0.095
H 13.08617 18.58023 22.78836 0.961 -0.302 0.244
H 19.51878 23.41983 23.08012 0.600 0.182 -0.085
H 18.37776 16.71166 19.04693 0.160 0.575 0.477
N 18.55846 16.93040 18.07759 0.059 -0.041 -2.262
H 21.52031 26.12734 12.31676 -0.555 -0.346 0.254
H 21.15202 15.90049 11.19090 -0.253 -0.217 -0.404
O 24.28247 12.02323 18.61078 -1.944 -1.445 0.948
H 16.89540 15.66555 20.68210 -1.129 1.270 0.167
H 16.52861 11.38017 19.97805 -0.450 0.522 -0.156
C 25.70947 12.26405 16.75848 -0.567 0.272 -0.433
C 10.20602 22.78465 11.14516 1.586 -1.431 1.192
H 15.69897 18.93898 12.36882 -0.474 -0.026 -0.321
H 18.45201 27.02067 14.43596 0.758 -0.154 0.161
H 17.35171 25.85161 15.09338 -0.298 0.049 0.154
H 18.42376 24.82917 12.64288 0.117 0.461 -0.040
H 19.40511 24.25601 11.23770 -0.019 -0.059 0.232
H 15.56748 24.46476 9.60368 0.687 -0.345 0.061
H 23.32163 17.70619 12.85060 -0.145 -0.320 0.057
H 16.19115 21.21681 23.78246 0.244 0.104 0.099
H 26.48613 20.04292 21.66104 0.426 0.633 0.326
H 23.51384 18.24490 15.40044 0.033 -0.136 -0.167
C 16.05008 25.04682 18.95354 0.985 -0.142 -0.779
H 23.18264 18.82486 23.08608 0.050 0.369 0.152
H 20.26116 14.72124 16.31002 -0.139 -0.348 -0.272
H 10.39007 23.71391 11.68432 0.547 0.278 -0.131
H 22.88116 20.81257 13.51696 -0.438 -0.067 0.023
H 12.16132 23.27329 8.46030 0.462 -0.348 0.732
C 13.82132 16.26819 21.46172 0.497 0.345 0.460
C 16.96665 21.05337 20.61147 0.245 -0.862 -0.182
H 21.54205 14.29126 18.84978 -0.176 0.418 0.418
O 13.83274 19.72241 12.90796 1.962 -1.135 -1.011
O 19.43161 20.09039 16.16862 -0.524 -1.108 -0.135
H 13.73608 14.21574 21.33048 0.053 -0.819 0.248
C 15.98108 14.92406 12.40890 -0.106 0.141 1.464
H 17.44425 28.95701 17.41886 -0.347 0.096 0.068
C 22.79700 17.41170 21.72550 -0.020 1.998 0.123
H 19.05189 21.17218 10.90374 -0.001 -0.044 0.689
C 16.48102 20.69014 22.87322 0.128 0.817 0.609
H 23.08525 19.82287 20.29424 0.046 -0.645 0.205
H 15.69155 19.94910 22.74794 0.117 -0.269 -0.577
C 19.02909 24.32115 16.48215 -0.973 0.468 -0.694
H 24.90963 14.76601 16.40142 -0.068 -0.127 0.698
H 14.99765 18.25194 13.82142 0.006 0.004 0.047
H 12.08636 17.61006 23.91398 0.169 0.096 -0.057
H 22.62999 19.06365 12.04862 0.038 0.145 -0.052
H 19.70936 23.48325 16.32960 0.167 0.261 -0.493
H 18.67900 14.67254 22.08964 -0.399 -0.119 0.265
C 19.21432 18.67086 16.34632 1.143 -0.634 0.024
C 15.77108 20.57772 19.73810 0.313 0.032 0.183
C 26.65029 21.38987 23.92212 0.270 -0.905 -0.296
H 13.33460 20.74990 14.52014 -0.499 0.186 0.565
C 16.34238 23.12469 11.94242 0.878 0.157 -0.571
O 11.27546 22.44505 10.22306 -0.524 0.275 0.407
C 22.60636 17.97418 12.07300 -0.789 1.322 -0.057
H 10.46826 23.39209 8.64650 -0.335 0.152 -0.281
N 11.42645 21.40699 12.88776 1.354 -0.374 0.737
H 20.20483 19.67271 23.78888 0.337 0.112 -0.080
H 14.61871 17.00810 21.39240 -0.131 0.622 -0.363
C 18.59778 14.00588 20.04550 -1.075 -0.228 0.088
H 25.47400 13.64263 18.47646 -0.207 0.603 -0.370
H 16.76393 24.34655 19.38728 -0.097 -0.446 0.094
N 14.13744 14.75093 10.83898 -0.246 -1.540 -0.065
H 24.89889 11.10316 20.42147 0.469 0.088 -0.298
H 17.99545 19.72241 10.98894 -0.353 0.123 0.357
C 14.99928 23.48411 17.50014 0.727 0.174 0.199
H 17.27836 16.47105 22.92144 0.256 -0.188 0.371
C 17.72690 17.01447 22.08980 -1.376 0.841 -0.319
H 22.96974 17.63465 11.10306 -0.103 -0.206 -0.055
H 13.27109 15.09838 10.45322 0.283 0.069 -0.027
H 23.18805 25.66436 12.62392 0.088 0.151 0.386
O 22.23669 14.43150 15.93332 0.294 -0.220 -0.417
C 22.89717 19.03105 15.83610 0.197 0.018 -1.217
H 24.05875 21.94143 14.10378 0.212 0.077 0.339
H 15.83501 18.21717 16.32800 0.416 -0.219 0.483
H 23.28072 14.34597 19.18002 0.042 -0.174 0.608
C 21.22658 21.48025 20.97768 -0.630 0.636 0.238
H 13.03677 16.41386 20.71918 0.210 0.092 -0.395
H 20.96559 15.96917 15.35142 0.115 0.309 -0.159
```
Positions in Å, forces in eV/Å.

Calculated values
net charge	0
LUMO	0.516	eV